Entry 1:
{"formula": "C2H5N3S2", "method": "ωB97M-V/def2-TZVPD", "elements": ["C", "C", "H", "H", "H", "H", "H", "N", "N", "N", "S", "S"], "coordinates": [[-1.083, 0.244, -1.299], [0.682, -0.109, 0.493], [-2.357, -1.047, -1.635], [-2.072, -0.982, -0.023], [0.135, 1.791, -0.470], [0.434, -1.090, 0.225], [3.630, 0.421, 2.800], [-1.528, -0.980, -1.088], [-0.110, 0.739, -0.446], [1.482, 0.330, 1.391], [-1.306, 1.246, -2.656], [2.094, -0.562, 2.709]], "lumo_ev": -0.507, "e_above_lowest_kcal_mol": 97.7, "homo_energy_ev": -8.38, "e_tot_ev": -28292.4327, "fmax_ev_per_a": 6.4}

---

Entry 2:
{"formula": "C2H5N3S2", "method": "ωB97M-V/def2-TZVPD", "elements": ["N", "N", "C", "N", "S", "C", "S", "H", "H", "H", "H", "H"], "coordinates": [[-3.562, -0.384, -0.042], [-2.260, 0.080, -0.378], [-1.300, -0.741, 0.280], [0.110, -0.075, -0.140], [0.531, 1.506, 0.140], [1.082, -0.994, -0.094], [2.608, -0.517, -0.048], [-4.293, 0.402, -0.098], [-3.773, -1.091, 0.813], [-1.086, -1.823, 0.827], [-0.687, 1.833, -0.273], [0.909, -2.079, 0.057]], "lumo_ev": -0.108, "e_above_lowest_kcal_mol": 130.4, "homo_energy_ev": -8.14, "e_tot_ev": -28291.0126, "fmax_ev_per_a": 8.5, "smiles": "N/N=C/N(S)C=S"}

---

Entry 3:
{"formula": "C2H5N3Si", "method": "ωB97M-V/def2-TZVPD", "elements": ["Si", "N", "C", "N", "C", "N", "H", "H", "H", "H", "H"], "coordinates": [[-0.274, 0.449, -1.190], [0.105, -0.335, 0.342], [0.516, 0.252, 1.530], [0.432, -0.537, 2.541], [-0.013, -1.703, 1.992], [-0.282, -1.697, 0.742], [0.714, 1.439, -0.870], [-1.580, 1.131, -1.067], [-0.101, -0.537, -2.154], [0.794, 1.382, 1.596], [-0.009, -2.589, 2.470]], "lumo_ev": 0.716, "e_above_lowest_kcal_mol": 15.0, "homo_energy_ev": -10.30, "e_tot_ev": -14501.8213, "fmax_ev_per_a": 3.5, "smiles": "[SiH3]n1cncn1"}

---

Entry 4:
{"formula": "C2H5N4", "method": "ωB97M-V/def2-TZVPD", "elements": ["C", "C", "N", "N", "N", "N", "H", "H", "H", "H", "H"], "coordinates": [[1.687, -1.041, 0.032], [-0.972, 0.602, 0.081], [2.337, -0.059, -0.059], [-1.147, -1.353, -0.021], [-0.136, -0.577, 0.147], [-2.019, -0.378, -0.088], [1.558, -2.105, 0.072], [-1.020, 1.198, 0.997], [-0.792, 1.250, -0.781], [3.286, 0.259, -0.145], [-3.023, -0.394, -0.151]], "lumo_ev": -4.237, "e_above_lowest_kcal_mol": 82.9, "homo_energy_ev": -15.26, "e_tot_ev": -8104.1323, "fmax_ev_per_a": 2.0, "total_charge": 1}

---

Entry 5:
{"formula": "C2H5N4O", "method": "ωB97M-V/def2-TZVPD", "elements": ["N", "N", "N", "C", "N", "C", "O", "H", "H", "H", "H", "H"], "coordinates": [[-0.839, -1.550, 0.026], [0.050, -0.492, 0.059], [1.380, -0.638, -0.054], [1.864, 0.559, -0.090], [0.832, 1.505, 0.055], [-0.312, 0.784, 0.073], [-1.591, 1.309, 0.262], [-0.613, -2.200, 0.779], [-0.775, -2.177, -0.805], [2.831, 0.903, -0.179], [0.835, 2.480, 0.295], [-2.136, 0.758, -0.303]], "lumo_ev": -3.572, "e_above_lowest_kcal_mol": 33.6, "homo_energy_ev": -15.74, "e_tot_ev": -10154.7778, "fmax_ev_per_a": 4.0, "total_charge": 1, "smiles": "Nn1nc[nH+]c1O"}

---

Entry 6:
{"formula": "C2H5N4P", "method": "ωB97M-V/def2-TZVPD", "elements": ["C", "C", "N", "N", "N", "P", "N", "H", "H", "H", "H", "H"], "coordinates": [[-1.122, -1.973, -0.610], [-0.439, -0.669, -0.250], [-0.956, 0.507, -0.668], [-0.136, 1.433, -0.401], [0.867, 0.896, 0.281], [2.060, 1.868, 1.142], [0.676, -0.489, 0.397], [-0.428, -2.442, -1.383], [-1.326, -2.601, 0.378], [-2.109, -1.613, -1.150], [1.159, 2.383, 2.018], [1.755, 2.701, 0.244]], "lumo_ev": 0.765, "e_above_lowest_kcal_mol": 0.8, "homo_energy_ev": -10.27, "e_tot_ev": -17401.6833, "fmax_ev_per_a": 4.8, "smiles": "Cc1nnn(P)n1"}